Below is a molecular structure, C17H34F6GeIrO2PSi3, with properties calculated with wB97M-V/def2-TZVPD.

Molar mass   764.50 g/mol

The geometry in ORCA input format:
```
! wB97M-V def2-TZVPD RIJCOSX def2/J DEFGRID3
* xyz 2 1
Ir -0.211 -1.823 -0.613
C 3.820 -2.553 0.525
C 2.362 -2.295 0.736
O 1.739 -2.002 -0.335
C 1.757 -2.374 2.022
C 2.577 -2.704 3.140
C 2.066 -2.818 4.397
C 0.688 -2.615 4.594
C -0.137 -2.294 3.548
C 0.368 -2.164 2.242
O -0.526 -1.856 1.318
H 4.060 -2.426 -0.527
H 4.068 -3.571 0.827
H 4.427 -1.875 1.126
H 3.632 -2.876 2.984
H 2.705 -3.076 5.229
H 0.268 -2.725 5.585
H -1.202 -2.167 3.692
F -0.258 -2.095 -2.699
P -1.831 -2.914 -2.909
F -1.203 -4.030 -1.970
F -3.258 -3.499 -2.838
F -2.149 -2.043 -1.320
F -1.336 -3.553 -4.222
F -2.295 -1.562 -3.582
C -2.696 1.130 -1.814
Si -2.619 1.246 0.048
C -3.327 -0.171 0.991
C -3.197 2.913 0.611
Ge -0.158 0.505 -0.818
Si 1.078 1.416 -2.795
C -0.012 1.037 -4.241
C 1.371 3.222 -2.496
C 2.598 0.358 -2.697
Si -0.165 1.855 1.325
C -0.033 3.682 1.070
C -0.890 1.260 2.916
C 1.571 1.093 1.044
H -3.776 1.110 -2.014
H -2.309 0.214 -2.266
H -2.303 2.007 -2.330
H -4.304 -0.379 0.540
H -3.495 0.100 2.034
H -2.741 -1.085 0.954
H -4.279 2.875 0.430
H -2.798 3.737 0.022
H -3.060 3.115 1.671
H -0.873 1.701 -4.311
H -0.356 0.003 -4.255
H 0.593 1.192 -5.141
H 0.441 3.792 -2.456
H 1.947 3.610 -3.342
H 1.953 3.419 -1.595
H 2.361 -0.705 -2.769
H 3.184 0.532 -1.794
H 3.235 0.614 -3.550
H -0.907 4.226 1.420
H 0.161 3.949 0.031
H 0.825 4.019 1.661
H -1.858 1.707 3.140
H -0.198 1.564 3.709
H -0.979 0.175 2.937
H 2.253 1.923 0.853
H 1.827 0.313 0.314
H 1.803 0.631 2.010
*
```

These are the Löwdin partial charges, in e, on atoms 1 to 6: 1.2192, 0.0278, -0.3213, -0.1826, -0.1057, -0.0031

Below is a molecular structure, C17H34GeN3ORhSSi3, with properties calculated with wB97M-V/def2-TZVPD.

Expectation value of S²   0.76
Energy relative to the best compared isomer or geometry (same formula, charge and spin)   0.07 kJ/mol
Molar mass   588.32 g/mol

The geometry in ORCA input format:
```
! wB97M-V def2-TZVPD RIJCOSX def2/J DEFGRID3
* xyz 1 2
Rh 0.833 -1.779 -0.701
N 3.614 -2.586 2.460
C 2.559 -2.421 1.636
S 2.932 -2.006 -0.045
N 1.361 -2.526 2.089
N 0.378 -2.336 1.123
C -0.818 -2.615 1.520
C -2.013 -2.620 0.731
C -3.214 -2.919 1.400
C -4.409 -2.982 0.726
C -4.421 -2.767 -0.655
C -3.259 -2.484 -1.338
C -2.036 -2.391 -0.660
O -0.959 -2.081 -1.369
H 4.536 -2.684 2.074
H 3.447 -2.941 3.387
H -0.894 -2.910 2.562
H -3.181 -3.102 2.468
H -5.325 -3.208 1.253
H -5.353 -2.832 -1.200
H -3.261 -2.332 -2.409
C -2.281 0.792 -2.344
Si -1.723 1.389 -0.663
C -2.914 0.904 0.689
C -1.541 3.257 -0.710
Ge 0.557 0.739 -0.182
Si 1.437 1.406 1.956
C 0.514 0.570 3.346
C 1.083 3.247 1.970
C 3.279 1.117 2.035
Si 1.818 0.850 -2.208
C 1.295 -0.790 -3.023
C 3.665 0.953 -1.972
C 1.272 2.234 -3.337
H -3.357 0.964 -2.439
H -2.092 -0.269 -2.495
H -1.791 1.347 -3.144
H -3.862 1.423 0.527
H -2.541 1.197 1.673
H -3.120 -0.167 0.706
H -2.484 3.688 -1.060
H -0.759 3.585 -1.397
H -1.333 3.680 0.273
H -0.565 0.691 3.232
H 0.799 1.031 4.296
H 0.742 -0.494 3.404
H 0.015 3.448 2.066
H 1.449 3.757 1.077
H 1.581 3.697 2.833
H 3.535 0.061 2.109
H 3.679 1.617 2.921
H 3.785 1.532 1.162
H 1.465 -1.789 -2.540
H 1.931 -0.937 -3.902
H 0.258 -0.766 -3.358
H 4.058 0.223 -1.266
H 3.933 1.950 -1.614
H 4.168 0.807 -2.932
H 0.201 2.230 -3.531
H 1.789 2.143 -4.296
H 1.539 3.205 -2.914
*
```

These are the Löwdin partial charges, in e, on atoms 1 to 6: 0.6602, 0.1023, -0.8030, 0.6979, 0.0120, -0.1677

Below is a molecular structure, C17H34MoNPSi at a distorted geometry, with properties calculated with wB97M-V/def2-TZVPD.

Expectation value of S²   2.07
Energy relative to the best compared isomer or geometry (same formula, charge and spin)   373.84 kJ/mol
Molar mass   407.47 g/mol

The geometry in ORCA input format:
```
! wB97M-V def2-TZVPD RIJCOSX def2/J DEFGRID3
* xyz 2 3
C -0.002 3.080 -4.281
C -1.299 2.770 -3.791
C -1.456 1.812 -2.767
C -0.315 1.165 -2.247
C 0.971 1.559 -2.652
C 1.140 2.479 -3.688
C -2.856 1.563 -2.208
C -3.191 0.276 -1.524
N -2.153 -1.060 -2.095
Mo -0.604 -0.330 -0.678
C 2.204 1.011 -2.021
P 1.810 -0.262 -0.789
H -2.150 3.288 -4.229
H 2.130 2.710 -4.022
H 0.143 3.782 -5.080
H 2.790 1.772 -1.505
H 2.851 0.533 -2.756
H -3.085 2.329 -1.456
H -3.604 1.705 -2.989
H -3.095 0.213 -0.429
C 3.103 -0.136 0.470
C 2.368 -1.789 -1.635
H -4.124 -0.167 -1.812
C -0.885 -2.110 -2.003
C -2.377 -0.936 -3.618
H 0.788 0.719 0.331
H -1.360 -2.881 -2.630
H 0.021 -1.894 -2.615
H -0.801 -2.686 -1.050
H -1.685 -0.225 -4.086
H -2.231 -1.921 -4.049
H -3.412 -0.610 -3.771
H 3.460 -1.800 -1.566
H 1.946 -2.672 -1.142
H 2.063 -1.766 -2.685
H 4.032 -0.468 -0.007
H 3.191 0.896 0.824
H 2.855 -0.804 1.306
H -2.915 -1.752 -1.950
C 1.239 1.505 3.116
Si -0.597 1.253 2.805
C -1.055 -0.471 3.420
C -1.555 2.544 3.782
C -0.912 1.313 0.903
H 1.410 1.869 4.138
H 1.655 2.249 2.425
H 1.801 0.570 2.998
H -1.116 -0.513 4.517
H -2.029 -0.780 3.019
H -0.301 -1.203 3.100
H -1.623 3.499 3.241
H -2.582 2.216 4.006
H -1.071 2.756 4.748
H -2.021 1.444 0.830
H -0.499 2.272 0.507
*
```

These are the Löwdin partial charges, in e, on atoms 1 to 6: -0.0076, -0.0108, -0.2597, -0.1697, -0.2993, -0.0072

Below is C17H34N2O2 in the gas phase, with properties calculated with wB97M-V/def2-TZVPD.

Energy relative to the best compared isomer or geometry (same formula, charge and spin)   3.78 kJ/mol
Molar mass   298.47 g/mol

The geometry in ORCA input format:
```
! wB97M-V def2-TZVPD RIJCOSX def2/J DEFGRID3
* xyz 0 1
C 4.884 -1.911 -1.107
C 4.112 -1.340 0.085
C 2.735 -2.002 0.192
C 4.901 -1.549 1.376
N 3.939 0.103 -0.094
C 3.275 0.693 -1.112
O 2.782 0.089 -2.042
C 3.188 2.207 -0.972
C 2.256 2.607 0.176
C 0.833 2.101 -0.047
C -0.080 2.446 1.127
C -1.498 1.897 0.966
C -2.303 2.630 -0.105
C -3.755 2.144 -0.185
C -3.801 0.728 -0.740
O -3.775 0.503 -1.933
N -3.849 -0.232 0.209
C -3.806 -1.675 -0.040
C -5.005 -2.076 -0.901
C -2.498 -2.029 -0.753
C -3.873 -2.372 1.319
H 5.015 -2.983 -0.990
H 5.862 -1.443 -1.184
H 4.332 -1.720 -2.022
H 2.842 -3.074 0.330
H 2.172 -1.818 -0.719
H 2.182 -1.592 1.035
H 4.361 -1.139 2.229
H 5.056 -2.610 1.549
H 5.875 -1.067 1.313
H 4.321 0.693 0.627
H 4.186 2.616 -0.804
H 2.802 2.604 -1.911
H 2.245 3.696 0.263
H 2.637 2.207 1.121
H 0.852 1.018 -0.185
H 0.442 2.540 -0.965
H 0.354 2.030 2.041
H -0.123 3.531 1.250
H -2.019 1.992 1.924
H -1.440 0.836 0.717
H -1.842 2.484 -1.082
H -2.300 3.700 0.116
H -4.228 2.198 0.798
H -4.305 2.785 -0.875
H -3.847 0.054 1.174
H -4.991 -3.146 -1.090
H -4.963 -1.549 -1.849
H -5.935 -1.819 -0.399
H -2.437 -1.486 -1.692
H -1.641 -1.759 -0.138
H -2.457 -3.094 -0.959
H -3.028 -2.086 1.941
H -4.795 -2.115 1.837
H -3.847 -3.450 1.183
*
```

These are the Löwdin partial charges, in e, on atoms 1 to 6: -0.0343, -0.5907, -0.0355, -0.0441, 0.1144, -0.5115

Below is a molecular structure, C17H34NPSiZr at a distorted geometry, with properties calculated with wB97M-V/def2-TZVPD.

Molar mass   402.75 g/mol

The geometry in ORCA input format:
```
! wB97M-V def2-TZVPD RIJCOSX def2/J DEFGRID3
* xyz 2 1
C 3.612 2.126 -0.777
C 2.347 2.653 -1.043
C 1.216 1.830 -0.925
C 1.413 0.485 -0.595
C 2.679 -0.056 -0.361
C 3.793 0.786 -0.439
C -0.185 2.351 -1.077
C -0.377 3.150 -2.414
N -0.440 2.394 -3.637
Zr -0.269 -0.076 0.715
C 2.773 -1.514 0.040
P 1.048 -2.224 -0.006
H 2.219 3.704 -1.319
H 4.784 0.375 -0.232
H 4.479 2.784 -0.845
H 3.155 -1.646 1.068
H 3.395 -2.108 -0.652
H -0.967 1.548 -1.025
H -0.421 3.068 -0.270
H -1.331 3.697 -2.351
C 1.146 -3.868 0.720
C 0.940 -2.578 -1.784
H 0.443 3.877 -2.507
C 0.751 1.798 -4.175
C -1.681 1.730 -3.950
H 0.591 -0.711 2.273
H 0.581 1.598 -5.247
H 1.610 2.475 -4.049
H 0.998 0.833 -3.686
H -1.714 1.530 -5.031
H -1.797 0.760 -3.426
H -2.521 2.379 -3.659
H 1.811 -3.175 -2.086
H 0.014 -3.139 -1.966
H 0.912 -1.649 -2.367
H 1.987 -4.429 0.292
H 1.263 -3.800 1.809
H 0.205 -4.390 0.498
H 1.168 -0.483 1.855
C -1.384 -0.401 4.463
Si -1.851 0.671 3.005
C -2.650 -0.454 1.672
C -3.126 1.909 3.560
C -0.326 1.474 2.276
H -2.301 -0.685 5.001
H -0.727 0.149 5.151
H -0.868 -1.318 4.150
H -2.867 -1.436 2.115
H -3.602 0.060 1.475
H -2.229 -0.665 0.624
H -2.644 2.797 3.990
H -3.749 2.233 2.716
H -3.783 1.474 4.326
H 0.559 1.463 2.935
H -0.454 2.510 1.920
*
```

These are the Löwdin partial charges, in e, on atoms 1 to 6: -0.0082, 0.0006, -0.2797, -0.2750, -0.3080, -0.0013

Below is a molecular structure, C17H34O4Sb at a distorted geometry, with properties calculated with wB97M-V/def2-TZVPD.

Molar mass   424.22 g/mol

The geometry in ORCA input format:
```
! wB97M-V def2-TZVPD RIJCOSX def2/J DEFGRID3
* xyz -1 1
C -1.011 3.907 -2.121
C 0.010 3.264 -2.117
C 1.216 2.538 -1.733
C 1.016 0.993 -1.672
C -0.160 0.612 -0.782
Sb -0.550 -1.590 -0.559
C -0.633 -1.927 -2.747
C -2.080 -2.158 -3.250
C -2.600 -0.994 -4.104
O -3.420 -1.507 -5.175
C 1.597 -2.136 -0.583
C 2.366 -1.989 0.740
C 2.781 -0.548 1.090
C 4.221 -0.198 0.661
O 5.072 -0.041 1.800
C -0.635 -1.317 1.656
C -1.872 -0.428 1.991
C -1.410 0.701 2.901
O -2.529 1.454 3.445
C -2.167 2.156 4.549
C -0.827 2.868 4.594
O -2.928 2.235 5.472
H -1.994 4.235 -2.310
H 1.623 2.894 -0.788
H 1.986 2.766 -2.478
H 0.909 0.674 -2.708
H 1.972 0.622 -1.307
H -1.058 1.008 -1.267
H -0.089 1.140 0.176
H -0.918 -3.324 -0.329
H -2.301 -1.304 -0.600
H -0.215 -1.122 -3.356
H -0.063 -2.835 -2.942
H -2.100 -3.062 -3.858
H -2.756 -2.347 -2.410
H -1.760 -0.502 -4.588
H -3.178 -0.328 -3.464
H -4.336 -1.334 -4.962
H 2.172 -1.634 -1.369
H 1.640 -3.196 -0.851
H 1.881 -2.476 1.583
H 3.310 -2.538 0.616
H 2.801 -0.502 2.184
H 2.059 0.202 0.771
H 4.219 0.777 0.161
H 4.639 -0.957 0.012
H 4.687 0.622 2.375
H 0.222 -0.798 2.089
H -0.834 -2.284 2.117
H -2.254 0.069 1.096
H -2.678 -0.993 2.450
H -0.830 0.256 3.712
H -0.744 1.354 2.333
H -0.808 3.455 5.503
H -0.630 3.441 3.691
H -0.035 2.124 4.666
*
```

These are the Löwdin partial charges, in e, on atoms 1 to 6: 0.0951, -0.1577, -0.2338, -0.2916, -0.3292, 1.1602

Below is a molecular structure, C17H35AlBeBr2F5N4Na2O15P2S5 at a distorted geometry, with properties calculated with wB97M-V/def2-TZVPD.

Molar mass   1094.53 g/mol

The geometry in ORCA input format:
```
! wB97M-V def2-TZVPD RIJCOSX def2/J DEFGRID3
* xyz 3 1
C -5.677 -2.266 -0.700
C -5.258 -3.840 -0.579
O -4.418 -4.206 0.560
C -3.145 -3.434 0.600
C -2.331 -3.350 -0.818
C -0.907 -2.491 -0.825
C -0.157 -2.450 -2.296
C -0.715 -1.164 -3.197
C -0.684 -1.682 -4.779
O 0.730 -2.034 -5.067
C -0.344 -1.807 0.569
P 1.309 -0.790 0.554
O 2.645 -1.739 1.241
O 1.858 -0.350 -1.048
S 1.111 0.963 1.469
C -1.261 -2.030 1.957
P -0.607 -1.307 3.646
O 1.000 -1.410 3.763
O -1.130 -2.273 5.043
O -1.132 0.332 3.926
N -2.604 -2.791 1.896
C -3.529 -2.980 3.097
H -5.881 -2.061 -1.858
H -4.864 -1.490 -0.381
H -6.710 -2.113 -0.167
H -6.281 -4.441 -0.437
H -4.850 -4.220 -1.635
H -2.711 -3.871 -1.822
H -0.512 -3.416 -2.902
H 1.010 -2.514 -2.246
H -0.111 -0.177 -3.020
H -1.864 -1.038 -2.921
H -1.295 -2.695 -4.858
H -1.108 -0.874 -5.516
H 0.876 -3.028 -4.902
H 2.900 -2.341 0.465
H 1.285 0.447 -1.315
H -1.734 -1.685 5.604
H -1.300 0.819 3.064
H -4.686 -2.945 2.805
H -3.395 -2.020 3.796
H -3.342 -3.984 3.683
N -6.162 -6.801 -5.268
S -6.131 -5.857 -4.013
O -7.407 -5.526 -3.388
O -5.111 -4.816 -3.973
F -5.539 -6.878 -2.929
S -6.791 -6.081 -6.516
O -7.149 -6.991 -7.604
O -6.199 -4.825 -6.960
F -8.234 -5.624 -6.012
N 5.448 0.295 2.233
S 6.805 0.867 2.778
O 8.027 0.475 2.083
O 6.926 1.072 4.216
F 6.670 2.385 2.284
S 5.322 -1.249 2.505
O 4.253 -1.895 1.744
O 5.446 -1.721 3.878
F 6.614 -1.871 1.806
Na 9.776 1.447 1.431
C 2.951 4.125 1.760
C 2.104 5.087 0.932
N 1.503 6.171 1.713
C 0.473 6.914 0.979
C 0.916 7.703 -0.249
C 2.425 6.995 2.498
C 3.545 7.711 1.750
H 2.376 3.710 2.595
H 3.282 3.289 1.135
H 3.847 4.608 2.158
H 1.303 4.492 0.479
H 2.713 5.473 0.106
H -0.045 7.593 1.667
H -0.297 6.199 0.662
H 1.453 8.614 0.026
H 0.032 8.014 -0.821
H 1.540 7.114 -0.923
H 2.882 6.361 3.267
H 1.855 7.738 3.071
H 4.044 7.067 1.022
H 4.309 8.040 2.464
H 3.185 8.605 1.238
Be -6.045 -8.941 -4.416
Br 8.993 4.172 2.816
F -2.645 -2.918 -6.174
Na 3.523 5.657 4.619
Br 8.011 -2.917 0.810
Al 5.023 3.663 2.075
*
```

These are the Löwdin partial charges, in e, on atoms 1 to 6: -0.0781, -0.2303, -0.1091, -0.0311, 0.1316, -0.0467

Below is 3 unconnected molecules or ions with the total composition C17H35IN7O2S at a distorted geometry, with properties calculated with wB97M-V/def2-TZVPD.

Molar mass   528.49 g/mol

The geometry in ORCA input format:
```
! wB97M-V def2-TZVPD RIJCOSX def2/J DEFGRID3
* xyz 1 1
N -1.746 2.507 -4.015
C -1.854 1.559 -3.387
O -1.897 0.445 -2.691
N -0.602 0.006 -2.415
C 0.034 0.529 -1.219
C 0.194 -0.538 -0.142
O 1.076 -1.317 -0.106
I -1.339 -0.521 1.359
C -0.018 -0.852 -3.261
N 1.215 -1.310 -3.090
C 1.437 -2.118 -4.107
N 0.385 -2.188 -4.916
N -0.582 -1.362 -4.397
S -2.076 -1.197 -5.231
H 0.992 0.980 -1.456
H -0.615 1.308 -0.845
H 2.337 -2.680 -4.281
H 0.234 -2.704 -5.769
H -2.853 -1.819 -4.329
C -5.423 -0.422 5.220
C -5.345 1.073 4.954
N -4.870 1.397 3.619
C -4.559 2.806 3.448
C -5.700 3.827 3.548
C -5.604 0.778 2.529
C -7.108 1.065 2.412
H -4.454 -0.898 5.060
H -5.719 -0.593 6.254
H -6.161 -0.917 4.588
H -4.640 1.511 5.664
H -6.325 1.522 5.175
H -4.057 2.927 2.483
H -3.808 3.061 4.202
H -6.324 3.834 2.656
H -5.283 4.829 3.653
H -6.338 3.647 4.413
H -5.469 -0.304 2.606
H -5.113 1.053 1.590
H -7.606 1.034 3.381
H -7.579 0.310 1.779
H -7.309 2.033 1.958
C 7.313 -2.036 -3.015
C 6.221 -1.078 -2.567
N 5.414 -1.593 -1.474
C 4.229 -0.797 -1.215
C 4.415 0.649 -0.730
C 6.155 -2.027 -0.300
C 7.050 -1.002 0.410
H 6.893 -3.001 -3.304
H 7.834 -1.619 -3.877
H 8.058 -2.204 -2.239
H 5.549 -0.902 -3.413
H 6.682 -0.105 -2.334
H 3.603 -1.333 -0.500
H 3.648 -0.769 -2.142
H 4.699 0.696 0.319
H 3.469 1.193 -0.825
H 5.158 1.190 -1.314
H 6.775 -2.877 -0.592
H 5.437 -2.438 0.414
H 7.620 -0.396 -0.296
H 7.768 -1.520 1.046
H 6.481 -0.331 1.052
*
```

These are the Löwdin partial charges, in e, on atoms 1 to 6: 0.2317, -0.3170, 0.0319, -0.0144, -0.1227, -0.8324

no.,energy (Eh)
1,-4808.621525
2,-4361.704961
3,-1421.117621
4,-928.217764
5,-1400.111310
6,-1209.135039
7,-10917.205344
8,-1897.968157